1.
{
  "formula": "C20H25N3O3",
  "method": "ωB97M-V/def2-TZVPD",
  "e_homo_ha": -0.2717,
  "relative_energy_kj_mol": 2119.3,
  "species": ["C", "C", "C", "C", "C", "C", "C", "H", "H", "N", "C", "O", "N", "H", "C", "C", "C", "C", "C", "C", "H", "H", "H", "H", "H", "H", "H", "H", "H", "H", "C", "O", "N", "H", "C", "C", "C", "C", "C", "O", "H", "H", "H", "H", "H", "H", "H", "H", "H", "H", "H"],
  "coordinates": [[-7.2403, -1.6966, -0.2661], [-5.8470, -0.9658, -0.1761], [-4.6456, -1.4044, -0.6583], [-3.5509, -0.8541, -0.5191], [-3.5555, 0.2493, -0.0325], [-4.8293, 0.8882, 0.6339], [-6.0545, 0.1638, 0.6025], [-6.9006, 0.7560, 0.6800], [-4.8216, 1.9706, 0.9665], [-2.3716, 1.1264, 0.2932], [-1.1809, 1.0523, -0.0262], [-0.9119, -0.0871, -0.7107], [-0.2100, 1.6399, 0.1913], [-0.5379, 2.6761, 0.9085], [1.1985, 1.8252, -0.0966], [1.4101, 1.4978, -1.3218], [2.9977, 1.5276, -1.7199], [3.3738, 3.0662, -1.4134], [3.2681, 3.5717, -0.0951], [1.6675, 3.3090, 0.4610], [1.5293, 3.4469, 1.3217], [0.9588, 4.0648, -0.0587], [3.7723, 2.9421, 0.6606], [3.3761, 4.5533, 0.3368], [4.4692, 3.4025, -1.9683], [2.9359, 3.8294, -2.1461], [3.1417, 1.2529, -2.8228], [3.5829, 1.1611, -1.1923], [1.0682, 0.4874, -1.5839], [0.9303, 2.1906, -1.9800], [1.9278, 0.9376, 0.9179], [2.6477, 1.1446, 1.7238], [1.6219, -0.4090, 0.7388], [0.8250, -0.7787, 0.0331], [2.1246, -1.6254, 1.4590], [2.8191, -2.3421, 0.5556], [2.2659, -3.2585, -0.6803], [3.3042, -3.9855, -0.8072], [4.3913, -3.6341, -0.3335], [3.9843, -2.6645, 0.7066], [5.5113, -4.0726, -0.2546], [3.1141, -4.6114, -1.6610], [1.1169, -3.3092, -0.7909], [2.8733, -1.2981, 2.1514], [1.2685, -1.9832, 1.9779], [-2.4031, 1.9988, 0.7429], [-2.6081, -1.3645, -0.8129], [-4.6775, -2.6112, -1.0701], [-7.6067, -1.5179, -1.4861], [-7.2924, -2.6885, -0.0814], [-8.0378, -1.2456, 0.2513]],
  "lowdin_charge": [-0.041, -0.262, -0.097, -0.175, -0.120, 0.059, -0.053, 0.090, 0.109, 0.180, -0.683, -0.111, 0.188, 0.281, -0.423, -0.156, -0.016, -0.246, -0.168, 0.009, -0.032, 0.143, 0.106, 0.106, 0.164, 0.115, 0.149, -0.037, 0.132, 0.144, -0.509, 0.198, 0.100, 0.168, -0.109, -0.321, 0.019, -0.317, -0.057, 0.092, 0.172, 0.131, 0.135, 0.132, 0.134, 0.120, 0.158, 0.200, 0.153, 0.011, 0.034]
}



2.
{
  "formula": "C20H25N3O4S",
  "method": "ωB97M-V/def2-TZVPD",
  "e_homo_ha": -0.2816,
  "relative_energy_kj_mol": 2124.6,
  "species": ["C", "N", "C", "O", "C", "C", "C", "N", "S", "O", "O", "C", "C", "C", "C", "C", "C", "C", "C", "C", "C", "H", "H", "C", "H", "H", "H", "H", "H", "H", "H", "O", "N", "C", "C", "H", "H", "H", "C", "C", "H", "H", "H", "H", "H", "H", "H", "H", "H", "H", "H", "H", "H"],
  "coordinates": [[-0.2103, -5.6072, 2.2594], [-0.6799, -4.4371, 1.5680], [-0.9111, -4.2511, 0.2190], [-0.7397, -5.2704, -0.5517], [-1.6622, -3.2161, -0.4165], [-2.1719, -2.1003, 0.8352], [-2.8146, -0.9269, 0.2446], [-1.7713, -0.2134, -0.9478], [-2.1845, 1.3462, -1.4141], [-3.4986, 1.4109, -1.5881], [-1.2637, 1.8814, -2.3302], [-1.8263, 2.2865, 0.0573], [-0.4288, 2.0421, 0.5897], [0.7758, 1.7409, 0.2309], [1.9262, 1.7115, 0.7034], [3.1224, 1.1540, 0.4933], [3.3569, 0.3063, -0.7749], [4.5095, -0.0720, -1.1459], [5.7947, 0.2933, -0.5225], [5.5382, 0.9441, 0.8474], [4.2975, 1.3834, 1.0460], [4.1519, 2.0348, 2.2188], [6.4373, 1.1842, 1.3959], [6.9524, -0.2825, -0.7452], [7.7364, -0.1633, -0.3492], [7.4869, 0.3196, -1.7301], [6.9284, -1.5283, -1.3121], [4.6626, -0.4076, -2.1851], [2.3759, 0.2620, -1.3364], [2.0033, 2.2032, 1.8551], [0.6416, 1.2844, -0.8140], [-0.5326, 2.8881, 1.7263], [-1.7439, 3.3742, 2.0935], [-2.5412, 2.7903, 1.0578], [-4.0028, 3.1363, 0.9876], [-4.4289, 3.1158, 1.9425], [-4.0973, 4.2774, 0.6696], [-4.3886, 2.6828, 0.4044], [-1.3693, -1.1082, -1.8561], [-0.8166, -2.2478, -1.1412], [-0.3336, -3.1683, -1.8468], [0.0556, -1.9972, -0.4521], [-0.7541, -0.6578, -2.4892], [-2.2696, -1.6007, -2.4465], [-3.0958, 0.0364, 0.7289], [-3.4819, -1.1528, -0.4750], [-1.1680, -1.7778, 1.3967], [-2.7286, -2.5793, 1.5028], [-2.5424, -3.2503, -0.9447], [-1.2010, -3.6003, 2.2336], [-0.9242, -5.9929, 2.8530], [-0.0547, -6.2803, 1.3245], [0.8690, -5.3084, 2.5716]],
  "lowdin_charge": [-0.075, -0.036, -0.430, -0.008, -0.196, -0.116, -0.022, -0.195, 0.564, -0.202, -0.235, -0.148, -0.139, -0.110, -0.084, -0.246, -0.009, -0.083, -0.259, 0.002, -0.123, 0.194, 0.108, -0.099, -0.065, 0.177, 0.210, 0.126, 0.128, 0.192, 0.149, -0.059, 0.134, -0.283, 0.027, 0.078, 0.159, -0.106, -0.314, -0.198, 0.192, 0.148, 0.081, 0.175, 0.122, 0.070, 0.156, 0.047, 0.125, 0.204, 0.038, 0.113, 0.123]
}